Here is a structure of composition C19H16AuN3 from the OMol25 dataset. Energies are from ωB97M-V/def2-TZVPD.

```
39
C19H16AuN3 | the OMol25 dataset | ωB97M-V/def2-TZVPD
Au 0.6252 0.9113 -0.1721
N -1.5702 -1.6961 -0.2542
C -1.3359 -1.5793 -1.6262
C -0.8716 -2.6780 -2.3485
C -0.6243 -2.5817 -3.7076
C -0.8454 -1.3859 -4.3743
C -1.3071 -0.2918 -3.6567
C -1.5436 -0.3590 -2.2888
C -2.0570 0.8333 -1.5546
C -3.3515 1.2775 -1.8237
C -3.8775 2.3797 -1.1665
C -3.1007 3.0448 -0.2309
C -1.8072 2.6108 0.0328
C -1.2525 1.5025 -0.6175
H -1.7772 -2.6320 0.0546
H -2.1971 -1.0046 0.1280
H -0.7086 -3.6178 -1.8322
H -0.2633 -3.4488 -4.2465
H -0.6617 -1.3049 -5.4374
H -1.4813 0.6525 -4.1592
H -3.9505 0.7427 -2.5524
H -4.8852 2.7123 -1.3820
H -3.4975 3.9073 0.2914
H -1.2128 3.1584 0.7540
N 4.2682 1.0384 1.8638
C 3.6129 1.0383 0.6811
N 2.5041 0.3473 0.7215
C 2.3992 -0.1240 2.0318
C 1.4122 -0.9065 2.6263
C 1.5813 -1.2310 3.9557
C 2.7031 -0.7963 4.6818
C 3.6893 -0.0260 4.1004
C 3.5105 0.2992 2.7598
H 5.1427 1.4971 2.0468
H 3.9948 1.5407 -0.1927
H 0.5523 -1.2285 2.0535
H 0.8350 -1.8330 4.4561
H 2.7958 -1.0739 5.7233
H 4.5530 0.3049 4.6615
```

Values from the calculation:
ΔE to the lowest compared entry with this formula, charge and spin = 0.272 eV
HOMO = -7.5 eV
Max |F| = 0.489 eV Å⁻¹
Gap between HOMO and LUMO = 7.9 eV
Multiplicity = 1
Calculated total energy = -1033.6123 Ha

Here is a structure of composition C19H16BBrF4IrN4O from the OMol25 dataset. Energies are from ωB97M-V/def2-TZVPD.

```
47
C19H16BBrF4IrN4O | the OMol25 dataset | ωB97M-V/def2-TZVPD
Ir 0.1181 -1.4809 -0.7095
C 2.3853 2.0340 1.2180
C 1.8908 0.9127 0.3760
N 0.7017 0.3619 0.5344
N -0.1181 0.8101 1.4320
C -1.3125 0.0800 1.4414
O -1.5982 -0.7239 0.5414
C -2.2039 0.3283 2.5683
C -1.9564 1.3656 3.4738
C -2.8075 1.5511 4.5471
C -3.8933 0.7037 4.7281
C -4.1425 -0.3280 3.8280
C -3.3039 -0.5156 2.7480
C 2.7025 0.3072 -0.6728
C 4.0212 0.6885 -0.8862
C 4.7606 0.0408 -1.8635
C 4.1643 -0.9679 -2.5949
C 2.8371 -1.2944 -2.3292
N 2.1247 -0.6644 -1.4109
H 1.5952 2.3775 1.8776
H 2.7363 2.8636 0.6026
H 3.2270 1.6936 1.8264
H -1.1062 2.0159 3.3283
H -2.6263 2.3540 5.2487
H -4.5461 0.8439 5.5796
H -4.9897 -0.9836 3.9765
H -3.4757 -1.3173 2.0427
H 4.4649 1.4657 -0.2802
H 5.7912 0.3175 -2.0383
H 4.7081 -1.5091 -3.3559
H 2.3438 -2.0961 -2.8634
F 1.0308 -2.4279 1.3269
B 1.8957 -3.3621 0.6309
F 1.9875 -4.5482 1.2596
F 3.0989 -2.7334 0.3597
F 1.1716 -3.5081 -0.6614
Br -1.5782 -2.7077 -2.7297
C -1.7635 -0.8471 -3.0289
C -2.7096 -0.3244 -3.8855
C -2.7720 1.0568 -3.9853
C -1.8961 1.8387 -3.2458
C -0.9797 1.2102 -2.4238
N -0.9155 -0.1181 -2.3183
H -3.3709 -0.9698 -4.4446
H -3.5053 1.5187 -4.6329
H -1.9196 2.9174 -3.3033
H -0.2666 1.7709 -1.8318
```

Values from the calculation:
ΔE to the lowest compared entry with this formula, charge and spin = 0.875 eV
HOMO (alpha / beta) = -11.6 / -11.9 eV
Max |F| = 0.861 eV Å⁻¹
Gap between HOMO and LUMO (alpha / beta) = 7.5 / 5.7 eV
Multiplicity = 5
Calculated total energy = -4130.4525 Ha
Net charge = +1

Here is the molecule C19H16BCl4IO5 at a distorted geometry from the OMol25 dataset. Energies are from ωB97M-V/def2-TZVPD.

```
46
C19H16BCl4IO5 | the OMol25 dataset | ωB97M-V/def2-TZVPD
Cl 4.0491 1.8228 -2.5028
B 3.1047 0.2611 -3.0402
Cl 2.9854 0.2314 -4.8986
Cl 3.9762 -1.3261 -2.6069
O 1.8593 0.3956 -2.2913
C 0.9180 -0.4717 -1.7601
C -0.4387 -0.1404 -2.4190
C -1.3419 -1.1610 -2.6507
C -2.6571 -0.9080 -3.0851
C -3.0493 0.4108 -3.3402
Cl -4.6442 0.7210 -3.8883
C -2.1026 1.4572 -3.2127
C -0.8027 1.1916 -2.8247
H 1.2212 -1.5588 -1.8187
H -0.9939 -2.1724 -2.4290
H -3.3372 -1.7317 -3.1880
H -2.4343 2.4780 -3.4175
H -0.0809 1.9937 -2.7559
C 0.2690 -2.1900 3.0850
C -0.2148 -2.7665 1.7584
C -1.0353 -4.0463 1.9399
O -1.0107 -1.7770 1.0608
C -0.3693 -0.7072 0.4702
O -0.9374 0.3764 0.5513
C 0.8859 -0.8806 -0.3173
I 2.3196 0.8134 0.7393
C 1.0403 2.2248 1.5662
C 0.2562 3.0643 0.7832
C -0.5709 4.0406 1.4057
C -0.5657 4.1295 2.8057
C 0.2116 3.2695 3.5948
C 1.0210 2.3058 2.9620
C 1.6454 -2.1282 0.3061
O 2.8391 -2.2645 0.2812
O 0.9037 -3.1297 0.8954
H 0.8499 -1.2569 2.9708
H -0.6236 -1.9894 3.7138
H 0.8827 -2.9580 3.5968
H -1.3508 -4.4263 0.9657
H -0.4210 -4.8107 2.4273
H -1.9214 -3.8597 2.5587
H 0.2646 2.9750 -0.2995
H -1.2035 4.6767 0.7930
H -1.2131 4.8824 3.2916
H 0.1847 3.3247 4.6876
H 1.6326 1.6151 3.5364
```

Values from the calculation:
ΔE to the lowest compared entry with this formula, charge and spin = 1.491 eV
HOMO = -8.9 eV
Max |F| = 4.243 eV Å⁻¹
Gap between HOMO and LUMO = 5.8 eV
Multiplicity = 1
Calculated total energy = -3273.1497 Ha

Which value of calculated total energy does entry 2 give?
-4130.4525 Ha

Copy entry 1 word for word.
Here is a structure of composition C19H16AuN3 from the OMol25 dataset. Energies are from ωB97M-V/def2-TZVPD.

```
39
C19H16AuN3 | the OMol25 dataset | ωB97M-V/def2-TZVPD
Au 0.6252 0.9113 -0.1721
N -1.5702 -1.6961 -0.2542
C -1.3359 -1.5793 -1.6262
C -0.8716 -2.6780 -2.3485
C -0.6243 -2.5817 -3.7076
C -0.8454 -1.3859 -4.3743
C -1.3071 -0.2918 -3.6567
C -1.5436 -0.3590 -2.2888
C -2.0570 0.8333 -1.5546
C -3.3515 1.2775 -1.8237
C -3.8775 2.3797 -1.1665
C -3.1007 3.0448 -0.2309
C -1.8072 2.6108 0.0328
C -1.2525 1.5025 -0.6175
H -1.7772 -2.6320 0.0546
H -2.1971 -1.0046 0.1280
H -0.7086 -3.6178 -1.8322
H -0.2633 -3.4488 -4.2465
H -0.6617 -1.3049 -5.4374
H -1.4813 0.6525 -4.1592
H -3.9505 0.7427 -2.5524
H -4.8852 2.7123 -1.3820
H -3.4975 3.9073 0.2914
H -1.2128 3.1584 0.7540
N 4.2682 1.0384 1.8638
C 3.6129 1.0383 0.6811
N 2.5041 0.3473 0.7215
C 2.3992 -0.1240 2.0318
C 1.4122 -0.9065 2.6263
C 1.5813 -1.2310 3.9557
C 2.7031 -0.7963 4.6818
C 3.6893 -0.0260 4.1004
C 3.5105 0.2992 2.7598
H 5.1427 1.4971 2.0468
H 3.9948 1.5407 -0.1927
H 0.5523 -1.2285 2.0535
H 0.8350 -1.8330 4.4561
H 2.7958 -1.0739 5.7233
H 4.5530 0.3049 4.6615
```

Values from the calculation:
ΔE to the lowest compared entry with this formula, charge and spin = 0.272 eV
HOMO = -7.5 eV
Max |F| = 0.489 eV Å⁻¹
Gap between HOMO and LUMO = 7.9 eV
Multiplicity = 1
Calculated total energy = -1033.6123 Ha

Copy entry 2 word for word.
Here is a structure of composition C19H16BBrF4IrN4O from the OMol25 dataset. Energies are from ωB97M-V/def2-TZVPD.

```
47
C19H16BBrF4IrN4O | the OMol25 dataset | ωB97M-V/def2-TZVPD
Ir 0.1181 -1.4809 -0.7095
C 2.3853 2.0340 1.2180
C 1.8908 0.9127 0.3760
N 0.7017 0.3619 0.5344
N -0.1181 0.8101 1.4320
C -1.3125 0.0800 1.4414
O -1.5982 -0.7239 0.5414
C -2.2039 0.3283 2.5683
C -1.9564 1.3656 3.4738
C -2.8075 1.5511 4.5471
C -3.8933 0.7037 4.7281
C -4.1425 -0.3280 3.8280
C -3.3039 -0.5156 2.7480
C 2.7025 0.3072 -0.6728
C 4.0212 0.6885 -0.8862
C 4.7606 0.0408 -1.8635
C 4.1643 -0.9679 -2.5949
C 2.8371 -1.2944 -2.3292
N 2.1247 -0.6644 -1.4109
H 1.5952 2.3775 1.8776
H 2.7363 2.8636 0.6026
H 3.2270 1.6936 1.8264
H -1.1062 2.0159 3.3283
H -2.6263 2.3540 5.2487
H -4.5461 0.8439 5.5796
H -4.9897 -0.9836 3.9765
H -3.4757 -1.3173 2.0427
H 4.4649 1.4657 -0.2802
H 5.7912 0.3175 -2.0383
H 4.7081 -1.5091 -3.3559
H 2.3438 -2.0961 -2.8634
F 1.0308 -2.4279 1.3269
B 1.8957 -3.3621 0.6309
F 1.9875 -4.5482 1.2596
F 3.0989 -2.7334 0.3597
F 1.1716 -3.5081 -0.6614
Br -1.5782 -2.7077 -2.7297
C -1.7635 -0.8471 -3.0289
C -2.7096 -0.3244 -3.8855
C -2.7720 1.0568 -3.9853
C -1.8961 1.8387 -3.2458
C -0.9797 1.2102 -2.4238
N -0.9155 -0.1181 -2.3183
H -3.3709 -0.9698 -4.4446
H -3.5053 1.5187 -4.6329
H -1.9196 2.9174 -3.3033
H -0.2666 1.7709 -1.8318
```

Values from the calculation:
ΔE to the lowest compared entry with this formula, charge and spin = 0.875 eV
HOMO (alpha / beta) = -11.6 / -11.9 eV
Max |F| = 0.861 eV Å⁻¹
Gap between HOMO and LUMO (alpha / beta) = 7.5 / 5.7 eV
Multiplicity = 5
Calculated total energy = -4130.4525 Ha
Net charge = +1

What did the first record say?
Here is a structure of composition C19H16AuN3 from the OMol25 dataset. Energies are from ωB97M-V/def2-TZVPD.

```
39
C19H16AuN3 | the OMol25 dataset | ωB97M-V/def2-TZVPD
Au 0.6252 0.9113 -0.1721
N -1.5702 -1.6961 -0.2542
C -1.3359 -1.5793 -1.6262
C -0.8716 -2.6780 -2.3485
C -0.6243 -2.5817 -3.7076
C -0.8454 -1.3859 -4.3743
C -1.3071 -0.2918 -3.6567
C -1.5436 -0.3590 -2.2888
C -2.0570 0.8333 -1.5546
C -3.3515 1.2775 -1.8237
C -3.8775 2.3797 -1.1665
C -3.1007 3.0448 -0.2309
C -1.8072 2.6108 0.0328
C -1.2525 1.5025 -0.6175
H -1.7772 -2.6320 0.0546
H -2.1971 -1.0046 0.1280
H -0.7086 -3.6178 -1.8322
H -0.2633 -3.4488 -4.2465
H -0.6617 -1.3049 -5.4374
H -1.4813 0.6525 -4.1592
H -3.9505 0.7427 -2.5524
H -4.8852 2.7123 -1.3820
H -3.4975 3.9073 0.2914
H -1.2128 3.1584 0.7540
N 4.2682 1.0384 1.8638
C 3.6129 1.0383 0.6811
N 2.5041 0.3473 0.7215
C 2.3992 -0.1240 2.0318
C 1.4122 -0.9065 2.6263
C 1.5813 -1.2310 3.9557
C 2.7031 -0.7963 4.6818
C 3.6893 -0.0260 4.1004
C 3.5105 0.2992 2.7598
H 5.1427 1.4971 2.0468
H 3.9948 1.5407 -0.1927
H 0.5523 -1.2285 2.0535
H 0.8350 -1.8330 4.4561
H 2.7958 -1.0739 5.7233
H 4.5530 0.3049 4.6615
```

Values from the calculation:
ΔE to the lowest compared entry with this formula, charge and spin = 0.272 eV
HOMO = -7.5 eV
Max |F| = 0.489 eV Å⁻¹
Gap between HOMO and LUMO = 7.9 eV
Multiplicity = 1
Calculated total energy = -1033.6123 Ha